(1)
{
  "formula": "C19H18BrFN4O4S",
  "method": "ωB97M-V with the def2-TZVPD basis set",
  "symbols": ["O", "O", "F", "Br", "N", "N", "O", "O", "S", "C", "C", "C", "C", "C", "C", "C", "C", "C", "C", "C", "C", "N", "N", "C", "C", "C", "C", "C", "C", "C", "H", "H", "H", "H", "H", "H", "H", "H", "H", "H", "H", "H", "H", "H", "H", "H", "H", "H"],
  "positions_angstrom": [[3.442, -2.062, 2.765], [-1.394, -1.295, 8.182], [-1.323, 5.366, -2.388], [1.940, 2.220, -6.467], [-0.516, -1.288, 0.680], [-0.500, -1.383, 3.138], [-1.439, -3.408, 8.659], [0.707, 1.374, -3.570], [2.054, -1.439, 0.224], [2.172, -1.791, 2.895], [-1.290, -2.433, 7.808], [0.399, -1.328, -0.249], [0.162, -1.714, 4.245], [0.121, -1.496, 1.912], [1.415, -1.507, 1.816], [0.077, 5.494, -4.326], [0.712, 4.694, -5.244], [-0.192, 3.498, -3.044], [-0.511, 4.796, -3.230], [1.044, 3.340, -5.107], [0.468, 2.704, -3.960], [1.480, -2.131, 4.098], [0.010, -1.063, -1.566], [-0.874, -2.734, 6.372], [-0.430, -1.538, 5.591], [-1.189, -0.167, -1.791], [0.958, -1.215, -2.603], [-1.504, 0.238, -3.207], [0.434, -1.020, -4.077], [-0.298, 0.387, -4.120], [-1.973, -2.979, 9.372], [-0.140, 6.510, -4.589], [0.985, 5.164, -6.221], [-0.621, 3.092, -2.089], [1.978, -2.418, 4.984], [-0.175, -3.564, 6.333], [-1.884, -3.138, 5.876], [-1.219, -0.801, 5.580], [0.283, -0.844, 6.104], [-0.841, 0.730, -1.304], [-1.916, -0.685, -1.265], [1.466, -2.179, -2.502], [1.797, -0.467, -2.427], [-2.191, -0.435, -3.638], [-2.089, 1.179, -3.088], [1.258, -1.112, -4.846], [-0.264, -1.842, -4.521], [-0.586, 0.694, -5.197]],
  "lowdin_charge": [-0.053, 0.102, 0.117, 0.689, 0.144, 0.191, 0.132, -0.091, 1.189, -0.415, -0.574, -0.574, -0.280, -0.342, -0.475, 0.007, -0.131, 0.036, -0.306, -0.519, -0.289, 0.185, -0.108, -0.087, -0.154, -0.099, -0.218, -0.134, -0.086, -0.255, 0.155, 0.111, 0.122, 0.153, 0.189, 0.118, 0.184, 0.124, 0.147, 0.112, 0.095, 0.111, 0.122, 0.103, 0.130, 0.119, 0.143, 0.162],
  "smiles": "O=C(O)CCc1nc2nc(N3CCC(Oc4cc(F)ccc4Br)CC3)sc2c(=O)[nH]1",
  "homo_ev": -8.21,
  "total_charge": 0
}

***

(2)
{
  "formula": "C19H18BrN3O2Zn",
  "method": "ωB97M-V with the def2-TZVPD basis set",
  "symbols": ["Zn", "C", "C", "C", "C", "N", "C", "C", "C", "C", "C", "C", "C", "H", "H", "H", "H", "H", "H", "H", "H", "O", "C", "C", "C", "N", "C", "Br", "C", "H", "H", "H", "H", "N", "C", "O", "C", "C", "H", "H", "H", "H", "H", "H"],
  "positions_angstrom": [[-0.269, -0.109, 0.066], [3.540, -0.806, 2.492], [3.452, 0.273, 3.360], [2.328, 1.071, 3.325], [1.299, 0.800, 2.409], [1.439, -0.207, 1.537], [2.502, -0.987, 1.599], [0.056, 1.581, 2.360], [-0.295, 2.438, 3.411], [-1.490, 3.130, 3.385], [-2.338, 2.995, 2.298], [-1.979, 2.162, 1.253], [-0.792, 1.432, 1.247], [4.390, -1.469, 2.503], [4.248, 0.483, 4.059], [2.255, 1.914, 3.992], [2.520, -1.815, 0.901], [0.343, 2.554, 4.278], [-1.766, 3.761, 4.219], [-3.281, 3.527, 2.282], [-2.653, 2.079, 0.410], [3.884, 1.034, -5.044], [3.142, 0.824, -3.944], [3.486, -0.110, -2.962], [2.663, -0.244, -1.862], [1.559, 0.462, -1.682], [1.234, 1.328, -2.622], [-0.366, 2.293, -2.356], [1.976, 1.564, -3.766], [4.675, 0.480, -5.031], [4.374, -0.716, -3.060], [2.892, -0.951, -1.078], [1.671, 2.290, -4.499], [-1.472, -3.947, 1.616], [-1.163, -2.795, 0.976], [-1.052, -1.756, 1.599], [-0.927, -2.923, -0.510], [-0.963, -1.574, -1.222], [-1.644, -3.923, 2.609], [-1.612, -4.811, 1.124], [-1.659, -3.628, -0.921], [0.060, -3.381, -0.625], [-2.009, -1.339, -1.444], [-0.478, -1.688, -2.194]],
  "lowdin_charge": [0.677, -0.063, -0.062, -0.004, -0.206, 0.068, -0.145, -0.210, -0.050, -0.101, -0.101, -0.141, -0.167, 0.099, 0.106, 0.102, 0.104, 0.094, 0.096, 0.097, 0.082, 0.085, -0.312, 0.006, -0.123, 0.008, -0.731, 0.798, -0.036, 0.118, 0.113, 0.092, 0.113, 0.158, -0.552, 0.014, -0.243, -0.253, 0.109, 0.098, 0.103, 0.109, 0.028, 0.020],
  "homo_ev": -7.74,
  "total_charge": 0
}

***

(3)
{
  "formula": "C19H18Cl3NO2S",
  "method": "ωB97M-V with the def2-TZVPD basis set",
  "symbols": ["O", "C", "N", "C", "C", "H", "H", "C", "C", "H", "H", "S", "C", "C", "C", "C", "C", "C", "Cl", "H", "Cl", "H", "H", "O", "H", "C", "C", "H", "H", "H", "H", "H", "H", "C", "C", "C", "C", "C", "C", "H", "H", "Cl", "H", "H"],
  "positions_angstrom": [[1.150, -0.275, -4.227], [0.676, -0.483, -3.127], [0.684, 0.442, -2.141], [0.098, 0.236, -0.833], [-0.253, 1.577, -0.201], [-0.778, 1.411, 0.741], [-0.930, 2.117, -0.866], [0.994, 2.459, 0.017], [1.662, 2.196, 1.380], [1.974, 1.163, 1.495], [2.537, 2.841, 1.467], [0.611, 2.691, 2.790], [-0.295, 1.253, 3.275], [-0.011, -0.053, 2.899], [-0.779, -1.109, 3.355], [-1.842, -0.867, 4.210], [-2.137, 0.426, 4.617], [-1.365, 1.473, 4.150], [-1.717, 3.082, 4.653], [-2.958, 0.619, 5.289], [-2.805, -2.177, 4.779], [-0.548, -2.116, 3.048], [0.819, -0.268, 2.247], [0.646, 3.822, -0.080], [0.083, 4.056, 0.670], [2.022, 2.187, -1.099], [1.332, 1.720, -2.372], [0.602, 2.470, -2.694], [2.051, 1.576, -3.182], [2.741, 1.432, -0.777], [2.557, 3.116, -1.293], [-0.804, -0.374, -0.930], [0.798, -0.309, -0.185], [0.047, -1.801, -2.776], [0.692, -2.689, -1.924], [0.140, -3.928, -1.654], [-1.066, -4.277, -2.241], [-1.714, -3.409, -3.106], [-1.149, -2.175, -3.376], [-1.636, -1.497, -4.060], [-2.645, -3.699, -3.566], [-1.766, -5.819, -1.895], [0.641, -4.622, -0.997], [1.640, -2.419, -1.482]],
  "lowdin_charge": [0.080, -0.432, -0.034, -0.133, -0.088, 0.101, 0.135, -0.579, -0.363, 0.074, 0.093, 0.967, -0.549, -0.090, -0.096, -0.676, -0.124, -0.685, 0.695, 0.108, 0.689, 0.109, 0.093, -0.019, 0.072, -0.084, -0.118, 0.139, 0.127, 0.128, 0.132, 0.135, 0.118, -0.158, -0.029, -0.096, -0.674, -0.093, -0.010, 0.125, 0.107, 0.675, 0.105, 0.122],
  "smiles": "O=C(c1ccc(Cl)cc1)N1CCC(O)(CSc2ccc(Cl)cc2Cl)CC1",
  "homo_ev": -8.72,
  "total_charge": 0
}

***

(4)
{
  "formula": "C19H18ClFN4O10Pd",
  "method": "ωB97M-V with the def2-TZVPD basis set",
  "symbols": ["Pd", "N", "C", "C", "O", "N", "C", "C", "O", "O", "H", "H", "H", "H", "H", "H", "F", "C", "C", "N", "C", "C", "O", "O", "C", "O", "N", "C", "O", "H", "H", "H", "H", "C", "C", "C", "C", "Cl", "C", "C", "C", "O", "C", "C", "O", "O", "H", "H", "H", "H", "H", "H", "H", "H"],
  "positions_angstrom": [[-0.830, -0.872, -0.650], [-2.219, 0.434, 0.123], [-1.907, 1.733, -0.537], [-0.412, 1.854, -0.866], [0.099, 2.891, -1.217], [0.279, 0.698, -0.647], [1.651, 0.431, -1.010], [1.778, -1.025, -1.474], [2.840, -1.551, -1.659], [0.618, -1.659, -1.690], [-3.162, 0.132, -0.125], [-2.168, 0.495, 1.136], [-2.203, 2.587, 0.069], [-2.466, 1.776, -1.471], [2.316, 0.572, -0.158], [1.966, 1.079, -1.831], [4.629, -5.457, -0.355], [4.347, -4.266, 0.175], [3.238, -4.069, 0.884], [2.943, -2.838, 1.446], [1.674, -2.638, 2.124], [0.582, -2.533, 1.056], [0.184, -1.260, 0.957], [0.249, -3.473, 0.387], [3.741, -1.730, 1.218], [3.447, -0.613, 1.594], [4.911, -2.000, 0.547], [5.305, -3.191, -0.064], [6.330, -3.276, -0.692], [2.512, -4.855, 1.038], [1.748, -1.730, 2.712], [1.461, -3.497, 2.760], [5.484, -1.193, 0.343], [-4.701, 0.533, -4.154], [-5.088, 0.542, -2.704], [-5.367, 1.719, -2.025], [-5.680, 1.702, -0.672], [-5.980, 3.204, 0.153], [-5.742, 0.513, 0.027], [-5.473, -0.679, -0.642], [-5.146, -0.660, -1.991], [-4.869, -1.801, -2.703], [-4.075, -2.760, -2.026], [-2.810, -2.120, -1.494], [-2.193, -1.278, -2.224], [-2.395, -2.364, -0.315], [-4.680, 1.544, -4.555], [-5.402, -0.062, -4.739], [-3.718, 0.076, -4.275], [-5.322, 2.665, -2.550], [-6.005, 0.508, 1.076], [-5.529, -1.613, -0.101], [-3.809, -3.521, -2.758], [-4.603, -3.240, -1.201]],
  "lowdin_charge": [1.393, 0.005, -0.087, -0.502, 0.095, -0.067, -0.079, -0.557, 0.125, -0.115, 0.073, 0.132, 0.134, 0.124, 0.119, 0.142, 0.100, -0.184, 0.052, 0.015, -0.026, -0.544, -0.113, 0.105, -0.478, 0.078, 0.221, -0.396, 0.116, 0.150, 0.128, 0.141, 0.173, -0.012, -0.191, -0.066, -0.677, 0.672, -0.113, -0.013, -0.248, -0.023, -0.073, -0.570, -0.032, -0.026, 0.083, 0.093, 0.087, 0.118, 0.111, 0.126, 0.151, 0.131],
  "homo_ev": -8.90,
  "total_charge": 0
}

***

(5)
{
  "formula": "C19H18F3N3O2S2",
  "method": "ωB97M-V with the def2-TZVPD basis set",
  "symbols": ["C", "C", "C", "H", "H", "C", "N", "C", "N", "C", "C", "C", "O", "S", "C", "C", "H", "H", "S", "C", "C", "O", "N", "C", "C", "C", "C", "C", "C", "C", "F", "F", "F", "H", "H", "H", "H", "H", "H", "H", "H", "H", "H", "H", "H", "H", "H"],
  "positions_angstrom": [[4.381, -4.174, -1.776], [2.927, -3.397, -1.769], [2.955, -2.033, -2.266], [3.518, -2.021, -3.353], [3.800, -1.364, -1.883], [1.872, -1.359, -2.418], [1.318, -1.280, -1.054], [1.402, -0.444, -0.298], [0.942, -0.358, 0.906], [-0.049, -1.067, 1.316], [-0.595, -2.246, 0.500], [0.002, -2.383, -0.962], [-0.258, -2.893, -1.890], [-1.910, -2.986, 1.150], [-1.800, -2.051, 2.427], [-0.627, -1.142, 2.627], [-0.422, -0.322, 3.360], [-2.350, -2.242, 3.371], [2.469, 0.820, -0.617], [2.707, 1.724, 1.029], [1.284, 1.917, 1.494], [1.299, 1.792, 2.922], [0.266, 2.228, 0.804], [-0.967, 2.173, 1.115], [-1.785, 2.155, 2.127], [-2.994, 2.227, 2.535], [-3.720, 2.174, 1.389], [-3.476, 1.897, 0.213], [-1.853, 2.071, -0.033], [-1.465, 2.071, -1.449], [-0.776, 0.878, -1.712], [-2.511, 1.889, -2.530], [-0.806, 3.086, -1.834], [-3.952, 1.949, -0.739], [-4.814, 1.975, 1.616], [-3.405, 2.112, 3.650], [-0.982, 2.415, 2.946], [0.703, 2.334, -0.024], [3.074, 2.700, 0.688], [3.364, 1.098, 1.719], [1.939, -0.248, -2.665], [1.262, -2.090, -2.869], [2.397, -4.093, -2.433], [2.787, -3.431, -0.830], [4.282, -5.351, -1.555], [4.665, -4.111, -2.875], [5.137, -3.545, -1.245]],
  "lowdin_charge": [-0.078, -0.212, -0.350, 0.191, 0.137, -0.242, 0.044, -0.814, 0.080, -0.304, -0.395, -0.281, 0.209, 1.065, -0.496, -0.018, 0.114, 0.077, 1.072, -0.249, -0.424, -0.134, 0.132, -0.222, -0.127, -0.050, -0.219, 0.046, 0.083, -0.481, 0.079, -0.011, 0.222, 0.106, 0.141, 0.185, 0.167, 0.079, 0.089, 0.128, 0.137, 0.118, 0.131, 0.034, 0.112, 0.063, 0.068],
  "smiles": "CCCCn1c(SCC(=O)Nc2ccccc2C(F)(F)F)nc2ccsc2c1=O",
  "homo_ev": -7.78,
  "total_charge": 0
}

***

Computed E, in the same sequence as the records: -117739.0009; -147021.4020; -73983.9071; -65149.9573; -58368.2052 eV.
Computed orbital gap, in the same sequence as the records: 8.6; 8.1; 9.0; 6.5; 7.7 eV.